A:
12
Properties=species:S:1:pos:R:3 method="wB97M-V/def2-TZVPD" charge=0 e_homo_ev=-10.70 gap_ev=10.6 smiles=O.O.O.O
H 1.0926 3.3635 1.0755
H 1.3123 -0.3905 1.4987
H 2.2994 0.5473 0.8369
H -0.5690 0.3431 -0.8736
H 0.7411 2.0643 0.3823
H -0.3525 -0.5247 0.3478
O -0.8981 -0.4410 -0.4343
O 0.4069 2.9443 0.5556
H -1.4903 -3.4038 -1.1866
O 1.3891 0.2543 0.7955
H -1.7813 -1.9403 -1.4426
O -2.1502 -2.8164 -1.5550

=====

B:
12
Properties=species:S:1:pos:R:3 method="wB97M-V/def2-TZVPD" charge=0 e_homo_ev=-11.31 gap_ev=11.4 smiles=O.O.O.O
H -2.3058 -2.5857 -0.0614
H -0.9539 -1.8926 -0.0151
H 1.1841 0.1132 2.1478
O 1.6270 -0.7316 2.0092
H 0.1466 1.9024 -0.0829
O 0.2676 2.8200 -0.3519
O -0.2556 0.3238 -1.3351
H 2.4601 -0.4932 1.5872
H -0.5169 3.2682 -0.0164
H -1.0066 0.8206 -1.6787
O -1.4485 -2.5620 -0.5012
H -0.5310 0.0661 -0.4481

=====

How far above the most stable structure does each one sit? In kJ/mol: A 0.0; B 31.5.

=====

A:
10
Properties=species:S:1:pos:R:3 method="wB97M-V/def2-TZVPD" charge=0 e_homo_ev=-9.28 gap_ev=9.0
C -0.8085 -1.5341 0.2944
C 1.1092 1.7661 0.5132
H 0.2758 2.3386 0.9116
H 0.2364 -1.1982 -1.4563
N -0.5289 -0.9564 -0.8649
I -2.9413 0.4547 -0.3941
H 2.6950 0.2068 0.5108
N -0.7559 -2.0405 1.3054
C -1.1730 0.0537 -1.4353
C 1.8912 0.9092 0.6151

=====

B:
10
Properties=species:S:1:pos:R:3 method="wB97M-V/def2-TZVPD" charge=0 e_homo_ev="-8.50 / -8.79" gap_ev="7.7 / 7.5"
I 0.4054 -3.0521 -1.2678
C 0.2591 -1.3337 -0.1366
H -0.0953 1.3490 0.0704
H -2.0763 0.0714 -1.6458
N 0.9399 -0.7429 0.7152
H -1.4992 2.5532 -0.3364
C -1.1396 1.5728 -0.3492
C -1.4224 0.5010 -1.0143
C 1.9249 -0.5615 1.5659
N 2.7035 -0.3572 2.3986

=====

How far above the most stable structure does each one sit? In kJ/mol: A 0.0; B 65.9.

=====

A:
19
Properties=species:S:1:pos:R:3 method="wB97M-V/def2-TZVPD" charge=+1 e_homo_ev=-14.66 gap_ev=11.5 smiles=CCN[N+](N)(N)N
H -1.8142 0.8435 -0.5009
H 2.4266 -0.6030 1.1421
C -1.9727 -0.0842 -0.0185
H -0.4132 -1.4389 0.7504
N 2.2099 1.1616 -0.3785
C -0.7510 -1.0650 -0.1875
H 0.9483 -0.7824 -1.2973
H -0.9642 -1.9472 -0.8839
H 2.7036 0.3971 -0.8848
H 1.1082 0.0099 2.1341
H -2.1688 -0.0141 0.9947
H 0.6662 1.9667 1.4967
N 0.1892 1.4695 0.6733
N 1.3991 -0.3680 1.2159
N 0.2824 -0.2442 -0.8013
H -2.8382 -0.5507 -0.5348
H -0.7064 1.2213 0.8161
N 1.0170 0.5410 0.2154
H 1.9276 1.9357 -1.1091

=====

B:
19
Properties=species:S:1:pos:R:3 method="wB97M-V/def2-TZVPD" charge=+1 e_homo_ev=-13.22 gap_ev=10.2
H 0.5189 -0.6405 -2.2056
H -2.5127 1.4903 2.1218
H 2.8210 -0.2615 -2.1705
H -0.7027 -1.7150 0.5484
H 1.1065 -1.7321 -1.1793
N 0.9451 -0.7320 -1.2854
H -0.2727 0.3307 -0.4107
C 2.2892 -0.1097 -1.2274
N -1.1418 0.6869 0.0690
N 2.3317 1.3002 -0.8740
N -2.5785 0.5180 1.8760
H 2.8923 -0.6254 -0.4812
H 2.1498 1.3761 0.1215
C -1.7299 -0.0391 0.9965
H 1.5926 1.8271 -1.3327
H -3.0477 -0.0893 2.5311
N -1.4547 -1.3446 1.0985
H -1.5250 1.5931 -0.1381
H -1.6813 -1.8334 1.9422

=====

How far above the most stable structure does each one sit? In kJ/mol: A 610.8; B 0.0.

=====

A:
30
Properties=species:S:1:pos:R:3 method="wB97M-V/def2-TZVPD" charge=0 e_homo_ev=-9.40 gap_ev=9.8 smiles="C=C/C=C/CNC.O.O.O.O"
H -1.7227 -0.6734 0.1573
H 0.6558 -2.6102 0.7601
H 2.9377 2.5925 -0.1146
H 1.1545 2.1463 2.2439
H 0.2017 1.2044 -2.8908
O 1.8614 2.1031 2.8828
C 0.3245 -0.2954 -1.3743
C 0.5883 0.8890 -1.9162
C 2.5080 1.9407 -0.8626
H -2.9106 -0.9453 -1.1411
C -2.2121 -1.4251 -0.4454
H 3.2124 1.3153 -1.3999
C 1.1939 1.9545 -1.1032
C -0.4347 -1.3685 -2.1143
H -0.5095 0.3362 2.9783
H -1.6936 1.1212 0.7582
H -1.3159 2.5165 0.2757
H 0.6857 -0.5619 -0.3918
H -1.1420 -0.9393 -2.8514
H -1.7091 -2.9232 -1.6353
H 0.5325 2.5916 -0.5388
H -0.6078 -1.0013 2.4391
O -1.6804 2.0487 1.0505
H 1.6151 -2.5563 2.0607
H 2.3951 1.3032 2.7007
O 0.8385 -2.1783 1.6179
H -2.6771 -2.1758 0.1968
O -1.1668 -0.1936 2.5105
N -1.1722 -2.2017 -1.1741
H 0.2494 -2.0140 -2.6788

=====

B:
30
Properties=species:S:1:pos:R:3 method="wB97M-V/def2-TZVPD" charge=0 e_homo_ev=-8.12 gap_ev=8.8 smiles="N/C=C/CCCCO.O.O.O"
H -2.3581 -0.5006 -0.3695
H 2.2770 -0.5281 -2.7825
C -0.1400 0.5814 -0.1393
O -3.0333 2.5295 -0.3306
C -0.2864 -0.1837 2.2218
H -0.3428 -0.8844 4.1465
H -0.9048 1.3228 0.1227
H 1.8328 -1.3995 -0.2223
H -3.7612 -0.4413 0.4580
H 0.0263 0.7511 2.7126
H -0.9344 -1.9793 2.9814
H -1.2318 -1.3548 -3.0000
H -3.8558 2.0496 -0.4763
H 2.7878 1.1443 -1.4845
H -0.0302 -1.8218 -1.8432
H -2.5541 1.8414 0.1337
H 3.4839 -1.2664 -0.4264
C 2.5399 -0.7920 -0.7441
C -0.3432 -0.4771 0.9164
O -0.8803 -1.5164 -2.1356
N -0.3913 -1.1632 3.2041
H 1.1821 2.3153 -0.4295
H -0.2560 -1.5186 0.6040
C 1.2151 1.2744 -0.0364
H 3.3333 0.9667 0.1084
H 1.4092 1.4404 1.0329
O -3.2874 -0.1654 -0.3772
O 2.5162 -1.2283 -2.1722
H -0.5235 0.3549 -1.1165
C 2.5110 0.6490 -0.5563

=====

How far above the most stable structure does each one sit? In kJ/mol: A 0.0; B 52.4.

=====

A:
13
Properties=species:S:1:pos:R:3 method="wB97M-V/def2-TZVPD" charge=0 e_homo_ev=-8.31 gap_ev=9.0
H -0.6806 -0.3766 2.1457
C -1.1610 0.4382 -0.0077
S 2.3049 -0.9807 0.0347
H -0.6839 -0.4740 -2.0358
H 1.3628 0.8854 -1.4022
C 1.0589 0.0552 -0.7798
C 1.0452 0.1494 0.7641
C -0.3597 -0.3956 -1.0259
H 1.3712 1.0302 1.3149
H -2.2793 0.3389 -0.0419
S -0.6262 -1.8742 0.0394
C -0.3852 -0.3155 1.0832
H -0.9671 1.5192 -0.0885

=====

B:
13
Properties=species:S:1:pos:R:3 method="wB97M-V/def2-TZVPD" charge=0 e_homo_ev=-8.30 gap_ev=8.7 smiles="C#C/C=C/CSS"
C -1.2193 0.4325 -0.1458
C -2.4172 -0.2894 -0.2290
H 0.5785 1.9667 0.0441
H -1.2567 1.4625 -0.1916
H -0.1300 -1.0973 0.5476
S 3.3564 -0.9515 0.3015
H 1.4848 1.2401 1.5544
H -4.1712 -1.4664 -0.6809
C -0.0491 -0.0228 0.3620
S 2.3990 0.5553 -0.6996
H 3.6341 -1.7795 -0.6877
C -3.2134 -1.0590 -0.6877
C 1.0040 1.0087 0.5125

=====

How far above the most stable structure does each one sit? In kJ/mol: A 0.0; B 159.5.

=====

A:
21
Properties=species:S:1:pos:R:3 method="wB97M-V/def2-TZVPD" charge=0 e_homo_ev=-9.10 gap_ev=10.1 smiles="C=C[C@@]1(N)[C@H](C)[C@@H]1C"
H -1.5780 1.2423 1.4181
C 0.1327 -0.1539 -1.0262
C 0.7543 -0.4289 0.3520
H 0.8417 -1.5392 0.5246
C 1.9089 0.4101 0.7932
H -2.6782 -2.5174 1.4239
C -1.8084 -1.8822 1.3811
H 2.2875 0.2101 1.7421
H 1.7782 0.5521 -2.1800
H -0.0678 -0.9367 -1.7194
N -1.2774 1.2234 0.5276
H -2.5034 -1.0047 -0.4261
H -0.6088 2.0824 0.3810
H 0.8130 2.0206 -1.5589
H 0.3684 0.9844 -3.0185
H 2.6225 0.3637 -0.0401
C 0.8119 0.9402 -1.9113
H 1.5312 1.4404 0.6355
C -0.6029 -0.0186 0.1713
C -1.6875 -1.0970 0.2994
H -1.0379 -1.8910 2.2309

=====

B:
21
Properties=species:S:1:pos:R:3 method="wB97M-V/def2-TZVPD" charge=0 e_homo_ev=-8.71 gap_ev=9.7 smiles="C=C(/C=C/C)CCN"
H -1.3885 0.9115 2.9718
H -2.3007 -0.2746 0.9487
C 0.6546 -0.4708 -0.6158
H -1.3183 0.9408 -0.1350
H 2.3217 0.4511 -2.2234
H 0.8261 -2.5239 0.7201
H -0.2463 -1.3804 -2.4327
N -0.8450 2.4556 1.5744
H -1.7779 2.8164 1.3851
H -0.4585 2.7423 0.7052
C 1.7891 -0.4616 -2.6196
C -0.3284 -0.7904 0.3719
H 2.5027 -1.1600 -2.6527
H 1.4696 0.3202 -0.4613
C -1.3977 0.2473 0.7335
C 0.0084 -1.9652 1.0066
H -0.6050 -2.3584 1.8679
H 0.1708 0.7454 2.3885
C -0.8872 1.0325 2.0212
C 0.5504 -0.9451 -1.8511
H 1.2599 -0.3327 -3.7033

=====

How far above the most stable structure does each one sit? In kJ/mol: A 0.0; B 96.6.